This record from the Open Molecules 2025 dataset describes a cluster of 2 separate species, C6H15NO in total. The level of theory is ωB97M-V with the def2-TZVPD basis set.

Geometry as XYZ:
```
23
Properties=species:S:1:pos:R:3:lowdin_charge:R:1
C -1.57498 -0.73751 0.32572 -0.184
C -2.16302 -1.48865 1.54870 -0.186
C -2.65164 -0.36918 2.47766 -0.247
N -1.76210 0.74230 2.12812 -0.089
C -1.77893 0.74572 0.66233 -0.245
H -2.07277 -1.01373 -0.62367 0.106
H -0.49590 -0.95932 0.21690 0.104
H -1.37779 -2.08586 2.05089 0.100
H -2.98398 -2.17749 1.27127 0.106
H -2.56941 -0.62193 3.55228 0.111
H -3.71366 -0.13922 2.26630 0.108
H -2.10261 1.63324 2.51161 0.112
H -2.74653 1.09628 0.25453 0.108
H -0.98514 1.40212 0.25675 0.113
C 2.04953 -1.70784 4.66777 -0.103
C 2.59468 -1.32379 3.30360 -0.338
O 2.30744 0.03250 2.95924 -0.099
H 2.45394 -1.03427 5.44195 0.079
H 2.33719 -2.74310 4.91699 0.075
H 0.94892 -1.63612 4.67907 0.069
H 3.69949 -1.39308 3.29515 0.115
H 2.20842 -2.01060 2.52609 0.107
H 1.33280 0.13351 2.94263 0.078
```

Computed properties:
**Net charge**: 0
**SMILES**: C1CCNC1.CCO
**F_max**: 0.84 eV Å⁻¹
**ΔE to the lowest compared entry with this formula, charge and spin**: 134.6 kJ/mol
**HOMO-LUMO gap**: 10.1 eV